No. 1
C12B3InO24 | ωB97M-V/def2-TZVPD

Computed properties:
net charge = 0
gap between HOMO and LUMO = 0.82 eV
total energy = -2528.0716 a.u.
HOMO level = -0.3163 hartree
relative energy (zero: lowest compared OMol25 entry of this formula, charge and spin) = 106.62 kJ/mol

Atoms and positions in Å:
In -15.56522 6.98382 10.70806
O -14.28767 8.86383 8.84790
C -13.35944 9.55895 8.56966
O -12.07217 9.29909 8.66555
B -11.34334 10.46761 8.15012
O -12.32431 11.50718 7.86016
C -13.53721 10.97793 7.95253
O -14.58512 11.49204 7.74359
O -10.45428 10.20950 6.97744
C -9.19586 10.38000 7.25067
O -8.22090 10.26202 6.59450
C -9.11725 10.87171 8.75231
O -10.34328 10.93719 9.15851
O -8.12898 11.12482 9.36079
O -15.79315 6.93068 15.31548
C -16.67172 7.73931 15.32633
O -17.26375 8.27645 16.37162
B -18.24597 9.29318 15.90760
O -18.17921 9.24487 14.44421
C -17.22440 8.42933 14.08107
O -16.92514 8.20113 12.93856
O -19.63337 9.00697 16.32686
C -20.20178 10.07266 16.83203
O -21.35613 10.22311 17.06826
C -19.09878 11.17905 16.87347
O -17.97325 10.63292 16.45072
O -19.24861 12.31108 17.19832
O -13.94197 9.27093 11.36445
C -13.12381 10.09695 11.64152
O -12.27080 10.59914 10.78215
B -11.52095 11.67202 11.44118
O -11.84906 11.59025 12.87186
C -12.89347 10.76879 12.99640
O -13.52469 10.57522 13.98420
O -11.83023 12.98642 10.85803
C -10.78663 13.47966 10.25440
O -10.65311 14.49947 9.67316
C -9.60716 12.44540 10.46471
O -10.04444 11.48621 11.20139
O -8.54161 12.61249 9.95717

Forces on atoms 1 to 2 (eV/Å):
In -0.098 0.698 0.611
O 0.301 -0.549 -0.109

No. 2
C40H35CoN5O4P2S2 | ωB97M-V/def2-TZVPD

Computed properties:
net charge = 0
2S+1 = 4
<S²> = 3.767
gap between HOMO and LUMO (alpha / beta) = 6.62 / 7.01 eV
total energy = -4981.8543 a.u.
HOMO level (alpha / beta) = -0.2654 / -0.2821 hartree
relative energy (zero: lowest compared OMol25 entry of this formula, charge and spin) = 96.16 kJ/mol

Atoms and positions in Å:
Co 1.01567 0.20782 -0.31820
C 2.59499 -2.11632 4.65488
S 3.46519 -0.68693 3.99000
C 2.62658 -0.38539 2.47659
S 1.26965 -1.28899 2.00146
N 3.21464 0.61341 1.85122
N 2.63885 0.98392 0.68963
C 3.24558 1.91116 0.03814
C 2.72271 2.32598 -1.25982
C 3.23693 3.42456 -1.94128
C 2.70752 3.75690 -3.17474
C 1.68106 2.98513 -3.70062
C 1.21785 1.91095 -2.96081
N 1.72235 1.59014 -1.77369
H 3.10652 -2.36164 5.58465
H 2.65757 -2.95384 3.96447
H 1.55347 -1.87658 4.85161
H 4.14960 2.35444 0.44439
H 4.03587 3.99995 -1.49333
H 3.09275 4.60649 -3.72288
H 1.24901 3.20688 -4.66590
H 0.41332 1.27903 -3.32382
C -3.08859 0.66119 1.21072
N -1.82238 0.55557 0.49444
P -0.75392 1.84977 0.35180
C -1.82712 3.27651 -0.07459
C -2.62312 3.91271 0.87625
C -3.49090 4.92626 0.49970
C -3.56058 5.33077 -0.82748
C -2.74776 4.72795 -1.77567
C -1.88532 3.70786 -1.39856
C -0.20187 2.33854 2.02508
C -0.33590 1.51710 3.13554
C 0.22594 1.89136 4.35041
C 0.92357 3.08315 4.45803
C 1.06556 3.90858 3.34775
C 0.50685 3.53648 2.13704
P -1.06040 -0.87571 -0.33492
C -2.29797 -2.08149 0.26315
C -3.55815 -2.16165 -0.31553
C -4.50603 -3.03932 0.19390
C -4.20208 -3.83881 1.28528
C -2.94289 -3.76322 1.86613
C -1.99326 -2.89263 1.35462
C -1.57830 -0.54410 -2.08411
C -0.99478 -1.21124 -3.16325
C -1.30085 -0.85532 -4.47002
C -2.20537 0.16472 -4.73050
C -2.80631 0.82389 -3.66831
C -2.49416 0.47241 -2.36218
H -2.97958 1.31951 2.07424
H -3.39735 -0.31542 1.57763
H -3.89519 1.05735 0.58240
H -2.55279 3.62984 1.91925
H -4.11033 5.40505 1.24716
H -4.24250 6.11936 -1.11831
H -2.77916 5.05723 -2.80660
H -1.24984 3.23811 -2.14081
H -0.84769 0.56810 3.03879
H 0.13084 1.23913 5.20906
H 1.36644 3.36961 5.40306
H 1.61506 4.83778 3.42928
H 0.62434 4.17342 1.26525
H -3.80686 -1.54133 -1.16715
H -5.48475 -3.09698 -0.26512
H -4.94176 -4.52407 1.67887
H -2.70094 -4.38553 2.71832
H -1.00957 -2.83498 1.80500
H -0.29259 -2.01191 -2.99008
H -0.82923 -1.38264 -5.28971
H -2.44558 0.43653 -5.75045
H -3.52544 1.61341 -3.85074
H -2.96898 1.00187 -1.54685
O -0.02027 -2.65532 -0.88842
C 1.23655 -2.52949 -0.97365
O 1.82735 -1.45291 -1.23818
C 2.05784 -3.75564 -0.73416
C 1.45330 -4.93703 -0.31982
C 2.22052 -6.06611 -0.07360
C 3.59393 -6.02569 -0.25174
C 4.17302 -4.83836 -0.66541
C 3.43272 -3.69751 -0.90448
N 5.63296 -4.79285 -0.86244
O 6.13820 -3.71057 -1.07560
O 6.25527 -5.82013 -0.67614
H 0.37952 -4.95143 -0.18895
H 1.74893 -6.98127 0.25750
H 4.21926 -6.88879 -0.07786
H 3.91276 -2.77874 -1.20619

Forces on atoms 1 to 2 (eV/Å):
Co 0.620 -0.906 0.462
C 0.056 0.090 -0.073

No. 3
C5H8S | ωB97M-V/def2-TZVPD

Computed properties:
net charge = 0
gap between HOMO and LUMO = 8.53 eV
total energy = -593.2511 a.u.
HOMO level = -0.2904 hartree
relative energy (zero: lowest compared OMol25 entry of this formula, charge and spin) = 622.57 kJ/mol

Atoms and positions in Å:
C 2.33478 -0.28680 -0.46188
S 0.81488 0.02765 0.27154
C -0.24858 1.26771 0.05119
C -1.57292 0.62094 -0.01786
C -1.46729 -0.87285 -0.13898
C -0.24618 -1.32230 -0.21095
H 2.94567 -0.16548 0.41086
H 2.40315 0.37816 -1.29903
H 1.27389 -0.68319 1.46568
H 0.04969 2.08847 0.56898
H -2.13672 0.96351 -0.92219
H -2.02795 0.92437 0.95645
H -2.36634 -1.50665 -0.37698
H 0.22683 -2.31264 -0.43885

Forces on atoms 1 to 2 (eV/Å):
C -1.696 0.887 1.149
S 2.390 -3.018 -0.834

No. 4
C51H63AsGe2KNP2SeSi | ωB97M-V/def2-TZVPD

Computed properties:
net charge = -1
2S+1 = 2
<S²> = 0.754
gap between HOMO and LUMO (alpha / beta) = 6.16 / 4.69 eV
total energy = -12399.1457 a.u.
HOMO level (alpha / beta) = -0.1498 / -0.1498 hartree

Atoms and positions in Å:
K -0.07253 -0.31793 0.40130
C -2.85199 1.57465 2.46543
P -1.04900 1.97403 2.77200
C -1.14791 2.63420 4.49346
C -1.95342 3.71662 4.85247
C -2.03362 4.13551 6.17262
C -1.30730 3.47323 7.16016
C -0.49989 2.39882 6.81900
C -0.42015 1.98522 5.48982
C -0.73452 3.49462 1.79444
C -1.23469 3.61113 0.56239
C -0.59682 4.46002 -0.49055
C 0.53613 5.43097 -0.04514
C 0.94313 5.27208 1.39146
C 0.37875 4.38753 2.21264
C -2.96606 0.06496 2.53856
C -3.88869 -0.78644 3.12340
C -3.38671 -2.10837 2.90362
C -2.19581 -1.95317 2.21590
C -1.18356 -2.97751 1.77225
P 0.44755 -2.55141 2.59441
C 0.07975 -3.38679 4.19353
C -0.72934 -2.67371 5.08516
C -1.13908 -3.24465 6.28352
C -0.73312 -4.53022 6.61764
C 0.08415 -5.23999 5.74652
C 0.48614 -4.67408 4.54078
C 1.63051 -3.73476 1.83575
C 1.26934 -4.81999 1.03933
C 2.23944 -5.66362 0.51282
C 3.58522 -5.43375 0.77002
C 3.96188 -4.35030 1.55469
C 2.98796 -3.50679 2.07524
N -1.93959 -0.63655 1.99284
H -3.14734 1.94813 1.48146
H -3.46880 2.07473 3.20917
H -2.51532 4.23972 4.08398
H -2.66611 4.97525 6.43756
H -1.37623 3.79644 8.19274
H 0.06548 1.87808 7.58401
H 0.20795 1.14337 5.21597
H -2.01229 2.93098 0.22382
H -1.32793 4.93704 -1.14154
H 0.34237 6.48301 -0.26468
H 1.73862 5.91810 1.75383
H 0.72392 4.30970 3.23881
H -4.80235 -0.50191 3.62963
H -3.82266 -3.04330 3.23233
H -1.02518 -2.96067 0.68396
H -1.49630 -3.97998 2.05850
H -1.05791 -1.67198 4.82275
H -1.77819 -2.68401 6.95497
H -1.05414 -4.97894 7.55072
H 0.40729 -6.24239 6.00184
H 1.12131 -5.23986 3.86872
H 0.22485 -4.99752 0.80516
H 1.94513 -6.49771 -0.11479
H 4.33705 -6.08993 0.34874
H 5.00977 -4.15807 1.75128
H 3.27823 -2.65220 2.67901
C 1.56109 -0.12927 -4.74505
Ge -0.27126 0.46967 -4.97524
C -0.34618 1.49545 -6.63794
C -1.40290 -1.10584 -5.16719
Ge -1.05358 1.66410 -2.98570
C -2.84892 2.37419 -3.38756
C -3.52049 2.00108 -4.55686
C -4.81983 2.43183 -4.80897
C -5.48662 3.21805 -3.87925
C -4.84382 3.58458 -2.70216
C -3.54132 3.16546 -2.46183
C 0.03948 3.29418 -2.72754
C 0.40050 4.09769 -3.72604
C 1.25230 5.28850 -3.50400
C 1.77081 5.59578 -2.31561
C 1.50504 4.77488 -1.08719
C 0.45605 3.64411 -1.32079
H 1.87340 -0.65783 -5.65073
H 1.59857 -0.81820 -3.89385
H 2.24380 0.70725 -4.56888
H -0.16493 0.77778 -7.44137
H 0.42891 2.26508 -6.66092
H -1.31737 1.97108 -6.79274
H -1.17852 -1.61105 -6.10988
H -2.46802 -0.86568 -5.13624
H -1.17248 -1.77962 -4.33438
H -3.02748 1.37752 -5.29302
H -5.31543 2.13494 -5.72543
H -6.50205 3.54398 -4.07012
H -5.36068 4.18419 -1.96285
H -3.05777 3.47610 -1.54183
H 0.08020 3.89422 -4.74580
H 1.47934 5.90864 -4.36478
H 2.42463 6.45667 -2.20846
H 2.44815 4.44388 -0.64148
H 0.71748 2.74376 -0.76181
C 2.70655 -4.79008 -3.32767
Si 0.86333 -4.44152 -3.20037
C 0.24255 -4.28109 -4.96974
C 0.03880 -5.98760 -2.52414
Se 0.49880 -2.66371 -1.93494
H 2.91744 -5.73792 -3.84638
H 3.15002 -4.82757 -2.32717
H 3.19353 -3.97714 -3.87890
H 0.58168 -5.13334 -5.57659
H 0.61215 -3.35770 -5.43263
H -0.85243 -4.25709 -4.99450
H 0.26198 -6.85860 -3.15684
H -1.04752 -5.84633 -2.49896
H 0.37241 -6.20471 -1.50147
C 4.79839 -0.48121 0.97532
As 2.99690 0.24385 0.74778
C 3.08943 0.49643 -1.20155
C 3.41541 2.08585 1.28291
H 5.53360 0.20940 0.56517
H 4.86301 -1.43787 0.45793
H 4.99955 -0.64254 2.03285
H 4.06569 0.87996 -1.49701
H 2.32153 1.19886 -1.53609
H 2.90076 -0.46337 -1.68797
H 4.14233 2.53139 0.60190
H 3.82760 2.07487 2.29102
H 2.50909 2.69194 1.29615

Forces on atoms 1 to 2 (eV/Å):
K 0.176 -0.070 -0.689
C 0.153 -0.453 -0.031

No. 5
C3H5NO2 | ωB97M-V/def2-TZVPD

Computed properties:
net charge = 0
gap between HOMO and LUMO = 10.99 eV
total energy = -322.5665 a.u.
HOMO level = -0.3743 hartree
relative energy (zero: lowest compared OMol25 entry of this formula, charge and spin) = 20.52 kJ/mol

Atoms and positions in Å:
O 2.58767 -0.05101 -0.32964
C 1.40157 0.05857 -0.17693
N 0.58862 -0.64385 0.69615
C -0.77222 -0.53012 0.21006
C -0.70182 0.89868 -0.30370
O 0.61450 0.93372 -0.87495
H 0.95650 -1.52214 1.03098
H -0.94515 -1.18580 -0.65541
H -1.52481 -0.72686 0.97450
H -0.74648 1.65478 0.48856
H -1.45840 1.11403 -1.05962

Forces on atoms 1 to 2 (eV/Å):
O -0.467 0.129 0.020
C 0.349 -0.079 0.013

No. 6
C2H6Cl2NP | ωB97M-V/def2-TZVPD

Computed properties:
net charge = 0
gap between HOMO and LUMO (alpha / beta) = 7.66 / 7.81 eV
total energy = -1396.1751 a.u.
HOMO level (alpha / beta) = -0.2899 / -0.3232 hartree
relative energy (zero: lowest compared OMol25 entry of this formula, charge and spin) = 372.89 kJ/mol

Atoms and positions in Å:
C -2.16577 -0.44492 0.43852
C 1.70094 -0.55470 -1.09016
N 1.67534 0.51371 -0.16529
P -0.93429 0.63547 0.68894
Cl -1.50153 2.37647 0.00407
Cl -0.64144 0.92759 2.65618
H -2.32192 -1.27126 1.09064
H -2.87776 -0.32984 -0.32257
H 1.13283 -1.48424 -0.70994
H 1.03252 -0.09332 -1.80855
H 2.66896 -0.73942 -1.54962
H 2.23213 0.46445 0.76779

Forces on atoms 1 to 2 (eV/Å):
C -0.234 -0.032 0.873
C -2.166 -0.705 0.433

No. 7
C4H8O | ωB97M-V/def2-TZVPD

Computed properties:
net charge = 0
gap between HOMO and LUMO = 10.84 eV
total energy = -232.3874 a.u.
HOMO level = -0.3571 hartree
relative energy (zero: lowest compared OMol25 entry of this formula, charge and spin) = 152.78 kJ/mol

Atoms and positions in Å:
C 0.38498 1.48686 0.15231
C -0.07985 0.07241 0.52408
C -1.14843 -0.54842 -0.37482
O -0.13018 -1.24517 -1.25095
C 0.70959 -1.12167 -0.11929
H 1.40221 1.64608 0.52858
H -0.23160 2.31661 0.54027
H 0.40920 1.58790 -0.93722
H -0.16682 -0.05911 1.61324
H -1.69653 0.07544 -1.06255
H -1.76766 -1.27258 0.18000
H 0.55277 -2.00348 0.51803
H 1.76233 -0.93485 -0.31168

Forces on atoms 1 to 2 (eV/Å):
C 0.164 -0.233 -0.126
C 0.580 -0.577 -0.317

No. 8
C30H37BaN2O2P | ωB97M-V/def2-TZVPD

Computed properties:
net charge = 0
gap between HOMO and LUMO = 7.76 eV
total energy = -1792.3146 a.u.
HOMO level = -0.2703 hartree

Atoms and positions in Å:
Ba 0.25879 -2.19566 0.16280
O 1.43853 -2.78087 2.24378
C 1.54914 -2.25346 3.41357
C 2.80027 -2.24705 4.08830
C 2.95227 -1.71188 5.34274
C 1.86263 -1.15895 6.03136
C 0.63683 -1.15932 5.41209
C 0.44812 -1.66277 4.11211
C -0.89911 -1.55774 3.58162
N -1.27770 -1.64386 2.36433
C -2.69710 -1.50691 2.07164
C -3.16039 -2.59998 1.11342
N -2.43724 -2.52473 -0.15193
C -3.12912 -2.52602 -1.22884
C -2.68410 -2.46587 -2.60811
C -3.70598 -2.34349 -3.56892
C -3.44753 -2.25842 -4.91480
C -2.11097 -2.32238 -5.33879
C -1.08733 -2.45874 -4.43695
C -1.31726 -2.52285 -3.03568
O -0.33311 -2.60697 -2.21502
H 3.64089 -2.69122 3.56922
H 3.92990 -1.72895 5.81057
H 1.98251 -0.75139 7.02548
H -0.22271 -0.74514 5.93032
H -1.65661 -1.35032 4.35182
H -2.86801 -0.53619 1.59203
H -3.30054 -1.53702 2.98771
H -4.24355 -2.51458 0.95731
H -2.96576 -3.57300 1.57476
H -4.22449 -2.56548 -1.13673
H -4.73429 -2.30989 -3.22193
H -4.25293 -2.15905 -5.62909
H -1.88117 -2.26601 -6.39656
H -0.05655 -2.50441 -4.76581
C -1.03730 1.98614 1.39918
C 0.40991 2.36198 1.05185
C 1.26518 2.17746 2.30997
C 0.43908 3.81987 0.59489
P 0.92427 1.09556 -0.22893
C -0.00648 1.57088 -1.73240
C -1.08554 0.75091 -2.06868
C -1.82449 0.96458 -3.22457
C -1.48895 2.01326 -4.06585
C -0.42635 2.84837 -3.74268
C 0.30858 2.62830 -2.58864
C 2.74893 1.23780 -0.64615
C 2.93216 0.55649 -2.00930
C 3.37786 2.63095 -0.68228
C 3.49151 0.39857 0.40719
H -1.41506 2.67340 2.16134
H -1.09065 0.97159 1.80021
H -1.69284 2.05612 0.52809
H 0.83854 2.77051 3.12342
H 2.29127 2.51585 2.16287
H 1.28658 1.13392 2.63715
H 0.07553 4.45463 1.40851
H -0.21251 3.98003 -0.26430
H 1.44115 4.15756 0.33663
H -1.36519 -0.06635 -1.41051
H -2.64016 0.29742 -3.47438
H -2.05010 2.17649 -4.97697
H -0.16497 3.67114 -4.39615
H 1.13481 3.28760 -2.35941
H 2.54791 1.16579 -2.82626
H 2.42116 -0.41054 -2.05549
H 3.99709 0.38083 -2.18258
H 2.89497 3.29430 -1.39839
H 4.42663 2.53652 -0.97934
H 3.35872 3.11006 0.29605
H 3.15573 -0.64132 0.41158
H 3.36607 0.78648 1.41819
H 4.56063 0.39742 0.17832

Forces on atoms 1 to 2 (eV/Å):
Ba 0.353 -0.098 -0.171
O 0.082 0.061 0.112

No. 9
C7H9F | ωB97M-V/def2-TZVPD

Computed properties:
net charge = 0
gap between HOMO and LUMO = 10.11 eV
total energy = -371.8828 a.u.
HOMO level = -0.3348 hartree
relative energy (zero: lowest compared OMol25 entry of this formula, charge and spin) = 191.47 kJ/mol

Atoms and positions in Å:
C 0.19727 0.59378 0.00452
C -0.92633 0.44761 1.13311
C -1.53063 -0.44438 0.04259
C -0.50039 -1.58580 -0.13478
C 0.79119 -0.66805 0.01719
C 2.13022 -0.84193 0.09520
C -1.03006 0.53283 -1.02104
H -0.73456 0.00433 2.08912
H -1.42793 1.33590 1.23527
H -2.51627 -1.05993 0.29679
H -0.62484 -2.47484 0.50625
H -0.57250 -1.92581 -1.23620
H 2.75430 -1.76571 -0.07107
H 2.87584 0.05116 0.05470
H -0.84424 0.10695 -2.00193
H -1.58744 1.53937 -0.87543
F 0.87667 1.77603 -0.09091

Forces on atoms 1 to 2 (eV/Å):
C -3.816 3.658 0.172
C 1.246 -1.735 -1.362

> net charge of number 4 (C51H63AsGe2KNP2SeSi)?

-1